Density functional theory data (wB97M-V/def2-TZVPD) for a cluster of 2 separate species, C2H5NO2S in total at a distorted geometry.

Calculated values
* net charge: 0
* max |F|: 0.068 Eh/bohr
* gap between HOMO and LUMO: 8.312 eV
* spin multiplicity: 1

Cartesian coordinates (Å):
S (-0.17, -2.33, 0.26)
O (-0.58, 1.00, 2.16)
O (0.62, 0.16, -0.33)
N (-1.14, 1.80, -0.04)
C (-0.74, 1.23, 1.03)
C (0.96, -0.90, 0.42)
H (2.08, -1.32, 0.21)
H (-0.36, -2.21, -1.07)
H (-2.11, 2.07, -0.08)
H (0.94, -0.47, 1.56)
H (-0.62, 1.72, -0.89)